Record 1
ORCA calculation (wB97M-V/def2-TZVPD) on C2H4ClFS in the gas phase.

Calculated values
**SMILES**: F[C@@H](Cl)CS
**LUMO level**: 0.7 eV
**HOMO-LUMO gap**: 10.5 eV
**ΔE to the lowest compared entry with this formula, charge and spin**: 1.0686 eV

Geometry as ORCA input:
```
! wB97M-V def2-TZVPD RIJCOSX def2/J DEFGRID3
* xyz 0 1
C -0.6180 0.0571 0.7470
C 0.4397 0.1989 -0.2025
H -2.2878 -1.5339 -0.5401
H -0.8899 1.0417 0.8762
H -0.4554 -0.5772 1.5320
H 0.1372 0.1255 -1.2079
F 0.9047 1.5052 -0.1092
S -2.2678 -0.1755 -0.1531
Cl 1.9241 -0.6665 -0.0291
*
```

Record 2
ORCA calculation (wB97M-V/def2-TZVPD) on 15 unconnected molecules or ions with the total composition C37H63N15O4S.

Calculated values
**LUMO level**: 0.1 eV
**HOMO-LUMO gap**: 8.9 eV

Geometry as ORCA input:
```
! wB97M-V def2-TZVPD RIJCOSX def2/J DEFGRID3
* xyz 0 1
C -3.9122 0.5101 -1.5316
C -3.3320 1.5184 -2.4873
O -2.6469 0.8395 -3.5280
C -1.7957 1.6320 -4.3021
C -0.4743 2.0773 -3.7047
O 0.4307 0.9614 -3.5549
S 1.3631 0.6983 -2.2735
O 1.4726 -0.7455 -2.2282
O 0.3094 1.1616 -1.1294
C 1.0762 1.5639 0.0586
C 0.2371 1.5577 1.3256
C -0.3294 0.2039 1.8109
C 0.5102 -0.9815 1.3634
C -0.0561 -2.3831 1.5626
N 0.9229 -3.3739 1.0556
H -4.7617 -0.0087 -1.9834
H -3.1446 -0.2265 -1.2804
H -4.2541 1.0035 -0.6193
H -4.1408 2.1187 -2.9333
H -2.6568 2.2162 -1.9715
H -2.3215 2.5374 -4.6561
H -1.5565 1.0291 -5.1874
H -0.0207 2.7334 -4.4607
H -0.5428 2.6476 -2.7764
H 1.4717 2.5660 -0.1418
H 1.9217 0.8795 0.1950
H -0.5553 2.3142 1.2555
H 0.9380 1.9306 2.0894
H -0.3584 0.2198 2.9057
H -1.3686 0.0801 1.5049
H 0.7345 -0.9068 0.2939
H 1.4741 -0.9512 1.9022
H -0.2760 -2.5760 2.6169
H -0.9854 -2.4756 0.9870
H 1.8171 -2.8985 0.9633
H 0.6704 -3.5986 0.0964
C -6.1598 5.3320 -1.8888
C -6.3343 3.9098 -1.6359
N -6.4694 2.7832 -1.4398
H -5.7330 5.4825 -2.8786
H -7.1154 5.8473 -1.8338
H -5.4925 5.7634 -1.1452
C 3.4343 -3.3766 -2.1848
C 3.8367 -3.2640 -0.7927
N 4.0790 -3.1279 0.3252
H 2.6343 -2.6604 -2.3779
H 4.2777 -3.1534 -2.8360
H 3.0801 -4.3855 -2.3898
C 5.4230 -5.7429 1.5924
C 6.1078 -7.0184 1.7221
N 6.6530 -8.0234 1.8603
H 5.5280 -5.1762 2.5146
H 5.8447 -5.1684 0.7717
H 4.3626 -5.9014 1.4043
C 3.8660 -5.6518 5.6244
C 4.3316 -4.5408 4.8137
N 4.7224 -3.6631 4.1800
H 2.8973 -6.0047 5.2752
H 4.5898 -6.4651 5.5779
H 3.7778 -5.3269 6.6603
C -9.6381 8.3679 -3.6791
C -8.3772 8.3342 -2.9543
N -7.3803 8.3110 -2.3780
H -9.7615 7.4407 -4.2363
H -10.4661 8.4799 -2.9824
H -9.6531 9.2097 -4.3688
C -11.6859 10.7511 -7.8509
C -11.7280 10.4187 -6.4370
N -11.7627 10.1635 -5.3146
H -11.7567 9.8406 -8.4442
H -12.5125 11.4132 -8.0998
H -10.7520 11.2578 -8.0877
C 2.1203 5.5263 -4.6722
C 2.1862 4.6741 -3.4959
N 2.2375 3.9991 -2.5652
H 3.0899 5.9889 -4.8471
H 1.8471 4.9333 -5.5433
H 1.3758 6.3061 -4.5219
C -1.2805 -2.5744 6.5591
C -1.5855 -1.8562 5.3320
N -1.8276 -1.2903 4.3594
H -1.2171 -1.8755 7.3911
H -2.0618 -3.3040 6.7638
H -0.3276 -3.0907 6.4561
C 7.1924 -3.9962 7.1669
C 7.1053 -5.4445 7.2925
N 7.0063 -6.5893 7.3681
H 7.7956 -3.5901 7.9769
H 7.6515 -3.7373 6.2145
H 6.1986 -3.5512 7.2066
C 6.2973 -10.5966 3.8033
C 6.1561 -12.0384 3.9028
N 6.0696 -13.1849 3.9668
H 6.9819 -10.2345 4.5695
H 6.6805 -10.3165 2.8255
H 5.3297 -10.1177 3.9409
C 4.9764 1.4665 -0.7376
C 5.4947 1.5429 0.6175
N 5.9018 1.6075 1.6916
H 4.4026 2.3635 -0.9695
H 5.7946 1.3701 -1.4485
H 4.3214 0.5997 -0.8264
C -15.9351 11.3120 -8.0349
C -14.9156 12.2211 -8.5344
N -14.1063 12.9425 -8.9267
H -16.8965 11.5586 -8.4816
H -15.6769 10.2860 -8.2916
H -16.0103 11.4003 -6.9526
C 9.6666 -11.7897 2.7115
C 10.8807 -11.0532 3.0260
N 11.8447 -10.4747 3.2718
H 9.9196 -12.7857 2.3529
H 9.0462 -11.8858 3.6006
H 9.1056 -11.2655 1.9391
C 4.0714 -0.0625 4.4392
C 4.1740 -0.7290 5.7251
N 4.2617 -1.3003 6.7218
H 4.8283 0.7137 4.3484
H 4.2139 -0.8007 3.6494
H 3.0872 0.3935 4.3366
*
```

Record 3
ORCA calculation (wB97M-V/def2-TZVPD) on 3 unconnected molecules or ions with the total composition C27H30ClO11P.

Calculated values
**SMILES**: CCCCCCCCCC1=CC(=O)C(P(O)Cl)=CC1=O.O=C1C=C(O)C(=O)C=C1O.O=C1C=C(O)C(=O)C=C1O
**LUMO level**: -1.8 eV
**HOMO-LUMO gap**: 7.6 eV

Geometry as ORCA input:
```
! wB97M-V def2-TZVPD RIJCOSX def2/J DEFGRID3
* xyz 0 1
C -3.6679 -3.0095 0.3589
C -4.2699 -2.0577 1.3891
C -4.4784 -0.6435 0.8470
C -3.1978 0.1309 0.5326
C -2.1915 0.2069 1.6882
C -1.0669 -0.8344 1.6434
C 0.1933 -0.4384 2.4293
C 1.3794 -0.0972 1.5302
C 1.1063 1.1351 0.6676
C 1.9790 1.4210 -0.5300
C 2.1300 2.6524 -1.0180
C 2.9313 2.9169 -2.2434
O 3.5034 3.9674 -2.4134
C 2.9853 1.7907 -3.2392
P 3.0805 1.9082 -5.0940
O 1.5656 1.3940 -5.3885
Cl 2.8677 3.9592 -5.3537
C 2.9057 0.5587 -2.7391
C 2.7270 0.3423 -1.2683
O 3.2028 -0.6272 -0.7227
H -4.3841 -3.2077 -0.4415
H -2.7698 -2.5948 -0.1020
H -3.3960 -3.9657 0.8081
H -3.6385 -2.0274 2.2825
H -5.2335 -2.4507 1.7223
H -5.0665 -0.0646 1.5660
H -5.0797 -0.7120 -0.0664
H -3.4887 1.1441 0.2426
H -2.7112 -0.3013 -0.3487
H -1.7424 1.2042 1.7199
H -2.7358 0.0946 2.6332
H -0.7945 -1.0104 0.5955
H -1.4386 -1.7932 2.0127
H -0.0305 0.4060 3.0917
H 0.5056 -1.2645 3.0666
H 1.6057 -0.9614 0.9079
H 2.2578 0.0968 2.1515
H 1.1383 2.0255 1.3031
H 0.0812 1.0757 0.2824
H 1.7102 3.5161 -0.5130
H 0.9999 1.6483 -4.6397
H 2.9867 -0.3303 -3.3573
C 3.0268 -5.6801 5.1697
C 2.0497 -4.9996 4.5539
C 2.3054 -4.1247 3.3410
O 1.3303 -3.5632 2.8702
C 3.6492 -4.0059 2.8294
C 4.6279 -4.6852 3.4465
C 4.3723 -5.5701 4.6539
O 5.3451 -6.1397 5.1152
O 5.8958 -4.6608 3.0783
O 0.7813 -5.0162 4.9268
H 2.8522 -6.3064 6.0328
H 3.8232 -3.3746 1.9689
H 6.3685 -5.2481 3.7032
H 0.3100 -4.4381 4.2926
C -2.3323 3.0616 -4.0755
C -3.3500 3.9382 -4.0737
C -3.1643 5.3993 -3.6995
O -4.1671 6.0889 -3.7416
C -1.8466 5.8637 -3.3396
C -0.8257 4.9916 -3.3500
C -1.0257 3.5305 -3.6997
O -0.0319 2.8216 -3.6314
O 0.4150 5.3292 -3.0533
O -4.5929 3.6327 -4.3845
H -2.4569 2.0194 -4.3332
H -1.7166 6.9063 -3.0870
H 1.0015 4.5628 -3.2096
H -5.1046 4.4642 -4.2971
*
```

Record 4
ORCA calculation (wB97M-V/def2-TZVPD) on 2 unconnected molecules or ions with the total composition C6H12OS.

Calculated values
**LUMO level**: 0.5 eV
**HOMO-LUMO gap**: 7.9 eV
**ΔE to the lowest compared entry with this formula, charge and spin**: 4.9733 eV

Geometry as ORCA input:
```
! wB97M-V def2-TZVPD RIJCOSX def2/J DEFGRID3
* xyz 0 1
C 0.3055 -1.1731 -1.0900
C -0.0701 -0.0442 -0.6105
C 0.2937 -2.5692 -0.5161
C 1.1335 1.9733 -0.3742
C -0.0732 1.3623 -1.0232
C -1.1903 -0.3312 1.4950
O -0.1658 -1.0222 2.1659
S -1.5138 1.2891 2.0642
H 0.7314 -1.0402 -2.1521
H -0.0419 -3.3346 -1.1574
H 1.3926 -2.7570 -0.0491
H -0.3629 -2.5848 0.3462
H 0.9739 2.3702 0.6905
H 1.5080 2.9869 -0.9017
H 1.9753 1.2601 -0.4489
H -0.9666 1.7364 -0.6293
H -0.1239 1.4462 -2.1479
H -2.1657 -0.7822 1.2335
H 0.4580 -0.2974 2.2392
H -2.0977 1.5112 0.8660
*
```